Formula: C2HN2O3S
Source: the OMol25 dataset
Level of theory: wB97M-V/def2-TZVPD

Structure (XYZ):
```
9
Properties=species:S:1:pos:R:3:mulliken_charge:R:1
C -2.1896 -1.1094 3.6211 0.68
C 0.4081 0.8350 0.4779 0.45
N -0.4534 1.1186 1.3062 -0.27
N 1.2646 0.8130 -0.4449 -0.63
O -1.4239 -1.6059 4.3685 -0.48
O -3.1918 -0.9280 3.0635 -0.41
O -2.0330 1.7642 3.1952 -0.62
S -0.8469 0.9065 2.9347 0.06
H 1.4108 0.0188 -1.2235 0.22
```

Properties
- total charge = -1
- LUMO level (eV) = 3.73
- maximum force (Eh/bohr) = 0.073
- relative energy (zero: lowest compared OMol25 entry of this formula, charge and spin) (eV) = 0.8464
- E_tot (a.u.) = -810.2531



Formula: C2HN2O4
Source: the OMol25 dataset
Level of theory: wB97M-V/def2-TZVPD

Structure (XYZ):
```
9
Properties=species:S:1:pos:R:3:mulliken_charge:R:1
C 0.4812 -1.1663 0.0789 0.54
C 0.4799 1.3739 0.0364 0.62
N -1.1993 -0.5008 -0.5351 -0.33
N 0.1794 -0.0528 -0.5452 0.03
O 1.6676 1.4965 0.1229 -0.62
O 1.4476 -1.8101 0.2363 -0.56
O -0.5057 2.0322 0.3001 -0.68
O -0.8684 -1.5286 0.3138 -0.29
H -1.6822 0.1560 -0.0081 0.29
```

Properties
- total charge = -1
- LUMO level (eV) = 4.10
- maximum force (Eh/bohr) = 0.074
- relative energy (zero: lowest compared OMol25 entry of this formula, charge and spin) (eV) = 1.4898
- E_tot (a.u.) = -487.2936



Formula: C2HN3O3
Source: the OMol25 dataset
Level of theory: wB97M-V/def2-TZVPD

Structure (XYZ):
```
9
Properties=species:S:1:pos:R:3:mulliken_charge:R:1
C -0.7187 1.2556 1.3275 -0.20
C -0.6799 0.1072 1.0469 -0.12
N 2.2880 0.0895 -1.4163 -0.01
N 0.3796 0.7329 -2.3877 0.01
N -0.7156 -1.2617 0.6432 0.83
O -1.1119 -2.0676 1.4489 -0.48
O -0.2013 -1.4936 -0.4203 -0.47
O 1.3236 0.4085 -1.9095 0.02
H -0.5638 2.2293 1.6673 0.43
```

Properties
- LUMO level (eV) = -0.95
- maximum force (Eh/bohr) = 0.123
- relative energy (zero: lowest compared OMol25 entry of this formula, charge and spin) (eV) = 14.4835
- E_tot (a.u.) = -466.3356



Formula: C2HN3O3
Source: the OMol25 dataset
Level of theory: wB97M-V/def2-TZVPD

Structure (XYZ):
```
9
Properties=species:S:1:pos:R:3:mulliken_charge:R:1
O 0.3426 -2.0684 -0.2948 -0.51
C 0.6212 -0.8786 -0.2841 0.38
O 1.8329 -0.3632 -0.5989 -0.42
C -0.3661 0.1545 0.0496 0.66
N -1.6557 -0.0726 0.2156 -0.23
N -2.0864 1.0748 0.6595 -0.08
O -1.0604 1.8844 0.8846 0.02
N 0.0428 1.3356 0.3664 -0.18
H 2.3291 -1.0667 -0.9978 0.36
```

Properties
- SMILES string = O=C(O)c1nnon1
- LUMO level (eV) = -0.58
- maximum force (Eh/bohr) = 0.063
- relative energy (zero: lowest compared OMol25 entry of this formula, charge and spin) (eV) = 4.2094
- E_tot (a.u.) = -466.7132



Formula: C2HN3O4
Source: the OMol25 dataset
Level of theory: wB97M-V/def2-TZVPD

Structure (XYZ):
```
10
Properties=species:S:1:pos:R:3:mulliken_charge:R:1
O -2.0992 -1.8896 -0.0717 -0.52
C -1.2905 -1.0223 -0.0223 0.39
N 0.1203 -1.1332 -0.0572 -0.32
C 0.6149 0.0188 -0.0071 0.44
N 1.9931 0.4724 -0.0110 0.95
O 2.8286 -0.3717 0.1462 -0.48
O 2.1513 1.6526 -0.1686 -0.50
O -0.3860 1.0800 0.0839 -0.22
N -1.5362 0.3391 0.1049 0.02
H -2.3964 0.8541 0.0029 0.25
```

Properties
- SMILES string = O=c1nc([N+](=O)[O-])o[nH]1
- LUMO level (eV) = -1.74
- maximum force (Eh/bohr) = 0.086
- relative energy (zero: lowest compared OMol25 entry of this formula, charge and spin) (eV) = 2.2145
- E_tot (a.u.) = -541.8759



Formula: C2HN3OS
Source: the OMol25 dataset
Level of theory: wB97M-V/def2-TZVPD

Structure (XYZ):
```
8
Properties=species:S:1:pos:R:3:mulliken_charge:R:1
C 1.5301 -0.5854 0.2013 0.41
C -0.9834 1.4762 -0.0723 0.50
N 0.7296 -1.5417 0.3941 0.39
N -0.0609 -2.4167 0.3292 -0.59
N -1.9044 0.8327 -0.4096 -0.40
O -0.2331 2.3039 0.1693 -0.37
S 2.9501 0.0269 -0.0224 -0.22
H -2.0279 -0.0959 -0.5896 0.28
```

Properties
- LUMO level (alpha / beta) (eV) = -1.89 / -2.06
- maximum force (Eh/bohr) = 0.052
- relative energy (zero: lowest compared OMol25 entry of this formula, charge and spin) (eV) = 1.1574
- E_tot (a.u.) = -714.3843



Formula: C2HN4O6
Source: the OMol25 dataset
Level of theory: wB97M-V/def2-TZVPD

Structure (XYZ):
```
13
Properties=species:S:1:pos:R:3:mulliken_charge:R:1
C -0.9484 -0.2367 0.0931 0.17
C -0.9721 1.9320 0.5672 -0.03
N -2.0616 -0.9170 0.0550 0.32
N -1.3306 2.7973 -0.1510 0.56
N 0.2820 -0.8056 0.0440 0.94
N 3.2145 -0.6684 -0.0615 1.34
O 0.3769 -2.0112 -0.0761 -0.61
O 3.6588 0.1292 0.5667 -0.23
O -1.5593 3.8868 -0.4926 -0.41
O 1.2982 -0.0685 0.1239 -0.68
O 3.1491 -1.5567 -0.7249 -0.23
O -3.2016 -0.5221 0.1203 -0.42
H -1.9060 -1.9592 -0.0641 0.29
```

Properties
- total charge = +1
- LUMO level (alpha / beta) (eV) = -6.52 / -6.52
- maximum force (Eh/bohr) = 0.111
- relative energy (zero: lowest compared OMol25 entry of this formula, charge and spin) (eV) = 3.5556
- E_tot (a.u.) = -746.4022



Formula: C2HN5O
Source: the OMol25 dataset
Level of theory: wB97M-V/def2-TZVPD

Structure (XYZ):
```
9
Properties=species:S:1:pos:R:3:mulliken_charge:R:1
O -2.3527 0.1324 0.8035 -0.47
C -1.2909 0.1423 0.1585 0.54
N -0.3343 1.1853 -0.2967 -0.31
C 0.9532 0.9710 -0.1008 0.20
N 1.5407 -0.0827 0.6808 -0.11
N 0.9472 -1.2130 0.7257 -0.08
N -0.0439 -1.5726 -0.4423 -0.09
N -1.1416 -1.1093 -0.5232 0.00
H 1.7222 1.5466 -1.0055 0.30
```

Properties
- SMILES string = O=c1ncnnnn1
- LUMO level (eV) = -2.00
- maximum force (Eh/bohr) = 0.089
- relative energy (zero: lowest compared OMol25 entry of this formula, charge and spin) (eV) = 4.3792
- E_tot (a.u.) = -425.6170



Formula: C2HN5O4
Source: the OMol25 dataset
Level of theory: wB97M-V/def2-TZVPD

Structure (XYZ):
```
12
Properties=species:S:1:pos:R:3:mulliken_charge:R:1
O 2.1342 0.1151 2.0440 -0.53
N 1.1960 0.5214 1.4056 0.96
O 0.4147 1.4370 1.6675 -0.56
C 0.8611 -0.1613 0.2179 0.30
N 1.4765 -1.0425 -0.5569 -0.50
C 0.5392 -1.2749 -1.5027 -0.19
N -0.6106 -0.6126 -1.2999 -1.01
N -0.4101 0.0863 -0.2295 0.73
N -1.9487 0.8226 0.1012 1.13
O -2.0247 1.8350 -0.4202 -0.39
O -2.5322 0.1501 0.8384 -0.41
H 0.9045 -1.8762 -2.2655 0.47
```

Properties
- SMILES string = O=[N+]([O-])c1ncnn1[N+](=O)[O-]
- LUMO level (eV) = -1.18
- maximum force (Eh/bohr) = 0.066
- relative energy (zero: lowest compared OMol25 entry of this formula, charge and spin) (eV) = 1.7643
- E_tot (a.u.) = -651.2670



Formula: C2HNO2
Source: the OMol25 dataset
Level of theory: wB97M-V/def2-TZVPD

Structure (XYZ):
```
6
Properties=species:S:1:pos:R:3:mulliken_charge:R:1
C 0.1575 0.0915 -0.0924 -0.18
C 1.3443 0.0540 -0.2136 -0.25
N 3.1485 0.0140 -0.0601 0.86
O 3.5745 -1.0836 -0.0397 -0.41
O 3.6204 1.0884 -0.0104 -0.41
H -0.8960 0.1222 -0.0666 0.39
```

Properties
- SMILES string = C#C[N+](=O)[O-]
- LUMO level (eV) = -0.26
- maximum force (Eh/bohr) = 0.085
- relative energy (zero: lowest compared OMol25 entry of this formula, charge and spin) (eV) = 6.7973
- E_tot (a.u.) = -281.8053